--- 1 ---
Molecular formula: C2H4NO2
Method: DFT, wB97M-V/def2-TZVPD

Geometry as XYZ:
```
9
C2H4NO2 | OMol25 | wB97M-V/def2-TZVPD
C -1.20 0.34 0.20
C -0.63 -1.00 0.31
N 3.42 0.79 -1.11
O 2.55 1.40 -0.94
O 0.18 0.13 0.15
H -1.68 0.60 -0.68
H -1.64 0.82 1.20
H -0.39 -1.30 1.31
H -0.62 -1.78 -0.44
```

## Properties
Net charge: +1
HOMO level (spin up / spin down): -14.2 / -14.2 eV
Gap between HOMO and LUMO (spin up / spin down): 4.71 / 4.71 eV

Here are the natural (NBO) charges for atoms 1 to 8, given in e: C -0.098; C -0.110; N 0.752; O 0.212; O -0.547; H 0.195; H 0.201; H 0.195

=====

--- 2 ---
Molecular formula: C2H4NO2
Method: DFT, wB97M-V/def2-TZVPD

Geometry as XYZ:
```
9
C2H4NO2 | OMol25 | wB97M-V/def2-TZVPD
C -1.55 -0.08 0.06
C -0.16 0.14 0.41
N 1.01 -0.12 -0.45
O -2.48 -0.77 -0.08
O -1.06 1.15 -0.04
H 0.33 0.21 2.07
H 1.58 0.75 -0.56
H 0.74 -0.44 -1.39
H 1.59 -0.84 -0.01
```

## Properties
Net charge: +1
HOMO level: -15.7 eV
Gap between HOMO and LUMO: 10.47 eV

Here are the natural (NBO) charges for atoms 1 to 8, given in e: C 0.756; C 0.121; N -0.718; O -0.399; O -0.400; H 0.237; H 0.468; H 0.462

=====

Most stable one: 2, least stable one: 1.

=====

--- 1 ---
Molecular formula: C3H7FNO
Method: DFT, wB97M-V/def2-TZVPD

Geometry as XYZ:
```
13
C3H7FNO | OMol25 | wB97M-V/def2-TZVPD
C 1.98 -0.02 -0.25
C -0.81 -1.00 -0.11
C -1.32 0.27 -0.52
N -1.54 1.26 0.29
O 3.07 -0.17 0.36
F 1.46 1.21 0.02
H -1.02 -1.29 1.01
H 0.25 -0.89 -0.35
H -1.28 -1.90 -0.71
H -1.27 0.39 -1.64
H -1.33 0.96 1.31
H 3.36 -1.07 0.42
H -1.55 2.25 0.16
```

## Properties
Net charge: +1
HOMO level: -14.0 eV
Gap between HOMO and LUMO: 9.29 eV

Here are the natural (NBO) charges for atoms 1 to 8, given in e: C 0.534; C -0.768; C 0.337; N -0.629; O -0.619; F -0.361; H 0.251; H 0.295

=====

--- 2 ---
Molecular formula: C3H7FNO
Method: DFT, wB97M-V/def2-TZVPD

Geometry as XYZ:
```
13
C3H7FNO | OMol25 | wB97M-V/def2-TZVPD
C -0.28 2.21 1.79
C -0.52 -1.22 -1.93
C 0.80 -0.98 0.02
N -0.01 -0.53 -1.06
O 0.05 1.78 0.75
F -0.65 1.27 2.68
H -0.49 3.32 2.09
H -0.30 -2.34 -2.03
H -1.39 -0.87 -2.48
H -0.19 0.50 -0.92
H 0.14 -0.54 0.80
H 1.03 -2.10 0.10
H 1.80 -0.49 0.19
```

## Properties
Net charge: +1
HOMO level: -16.0 eV
Gap between HOMO and LUMO: 11.32 eV

Here are the natural (NBO) charges for atoms 1 to 8, given in e: C 0.757; C 0.107; C -0.464; N -0.387; O -0.603; F -0.323; H 0.183; H 0.238

=====

Most stable one: 2, least stable one: 1.

=====

--- 1 ---
Molecular formula: C3H13N2O
Method: DFT, wB97M-V/def2-TZVPD

Geometry as XYZ:
```
19
C3H13N2O | OMol25 | wB97M-V/def2-TZVPD
N -0.73 0.30 -0.55
C 0.65 -0.20 -0.86
C 1.41 -0.55 0.41
N 0.50 -0.99 1.45
C 0.31 -0.12 2.59
H -1.19 -0.42 0.00
H -1.16 0.57 -1.46
H -0.66 1.10 0.08
H 1.16 0.51 -1.48
H 0.52 -1.05 -1.53
H 1.89 0.37 0.78
H 2.23 -1.24 0.18
H 0.51 -1.98 1.61
H -0.26 -0.66 3.35
H 1.26 0.16 3.04
H -0.28 0.76 2.35
H -2.26 0.70 -3.91
H -1.95 1.86 -3.03
O -1.94 0.89 -3.02
```

## Properties
Net charge: +1
HOMO level: -13.0 eV
Gap between HOMO and LUMO: 9.90 eV

Here are the natural (NBO) charges for atoms 1 to 8, given in e: N -0.692; C -0.231; C -0.246; N -0.684; C -0.410; H 0.456; H 0.475; H 0.424

=====

--- 2 ---
Molecular formula: C3H13N2O
Method: DFT, wB97M-V/def2-TZVPD

Geometry as XYZ:
```
19
C3H13N2O | OMol25 | wB97M-V/def2-TZVPD
N 0.29 1.43 -0.11
C -0.86 0.42 -0.25
C -1.70 0.36 1.03
C -0.21 -0.99 -0.45
N -1.09 -1.82 -1.20
H 0.70 1.84 -0.97
H 1.08 0.97 0.39
H -0.01 2.30 0.34
H -1.32 0.73 -1.18
H -1.10 -0.05 1.84
H -2.41 -0.44 0.81
H -2.34 1.21 1.26
H 0.64 -0.73 -1.11
H 0.36 -1.23 0.47
H -0.64 -2.65 -1.58
H -1.86 -2.11 -0.62
H 3.30 0.03 0.06
H 3.23 0.94 1.37
O 2.77 0.35 0.76
```

## Properties
Net charge: +1
HOMO level: -13.5 eV
Gap between HOMO and LUMO: 10.17 eV

Here are the natural (NBO) charges for atoms 1 to 8, given in e: N -0.715; C -0.034; C -0.653; C -0.230; N -0.815; H 0.435; H 0.469; H 0.433

=====

--- 3 ---
Molecular formula: C3H13N2O
Method: DFT, wB97M-V/def2-TZVPD

Geometry as XYZ:
```
19
C3H13N2O | OMol25 | wB97M-V/def2-TZVPD
C -0.78 1.36 -0.17
N -2.21 1.01 -0.06
C -0.14 0.16 -0.88
N -0.47 -1.04 0.01
C 0.46 -1.19 1.18
H -0.67 2.40 -0.67
H -0.30 1.46 0.80
H -2.62 1.00 -1.00
H -2.81 1.67 0.34
H -0.91 -0.13 -1.71
H 0.79 0.18 -1.32
H -0.49 -2.01 -0.28
H -1.40 -0.91 0.45
H 1.27 -0.60 0.98
H -0.09 -0.82 2.17
H 0.53 -2.30 1.37
H 2.90 0.03 -1.06
H 3.45 0.12 0.32
O 3.51 -0.39 -0.49
```

## Properties
Net charge: +1
HOMO level: -14.4 eV
Gap between HOMO and LUMO: 11.23 eV

Here are the natural (NBO) charges for atoms 1 to 8, given in e: C -0.260; N -0.865; C -0.209; N -0.533; C -0.424; H 0.238; H 0.211; H 0.370

=====

Most stable one: 1, least stable one: 3.

=====

--- 1 ---
Molecular formula: C8H19NSi
Method: DFT, wB97M-V/def2-TZVPD

Geometry as XYZ:
```
29
C8H19NSi | OMol25 | wB97M-V/def2-TZVPD
C 1.02 2.56 -0.90
C 1.61 1.38 -0.17
Si 1.74 -0.34 -0.76
N 2.39 -1.59 0.13
C 3.76 -1.46 0.64
C 1.68 -2.70 0.74
H 0.14 2.31 -1.54
H 0.29 3.16 -0.27
H 1.61 3.25 -1.54
H 1.74 1.48 0.93
H 1.29 -0.76 -2.04
H 3.83 -0.84 1.51
H 4.21 -2.45 0.81
H 4.43 -1.10 -0.13
H 1.84 -2.72 1.82
H 0.63 -2.65 0.67
H 2.03 -3.65 0.19
C -4.36 0.53 0.83
C -2.85 0.72 0.92
C -1.81 0.68 0.05
C -1.97 0.28 -1.40
H -4.72 1.48 0.42
H -4.65 0.54 1.91
H -4.57 -0.24 0.12
H -2.51 0.67 1.97
H -0.81 0.86 0.39
H -1.37 0.91 -2.01
H -1.57 -0.78 -1.58
H -3.06 0.48 -1.72
```

## Properties
Net charge: 0
Structure (SMILES): C/C=[SiH]/N(C)C.C/C=C\C
HOMO level: -7.5 eV
Gap between HOMO and LUMO: 8.17 eV

Here are the natural (NBO) charges for atoms 1 to 8, given in e: C -0.678; C -0.883; Si 1.431; N -0.905; C -0.403; C -0.394; H 0.206; H 0.220

=====

--- 2 ---
Molecular formula: C8H19NSi
Method: DFT, wB97M-V/def2-TZVPD

Geometry as XYZ:
```
29
C8H19NSi | OMol25 | wB97M-V/def2-TZVPD
C -0.97 -1.16 -3.02
C -1.10 -0.57 -1.87
C 1.83 -0.81 1.39
C -0.70 -1.04 1.90
C 0.42 -2.49 0.22
C 0.41 2.43 0.95
C -1.16 2.60 -0.99
C 0.40 -1.07 0.83
N -0.37 1.72 -0.14
Si 0.12 0.12 -0.55
H -1.71 -1.57 -3.71
H 0.02 -1.45 -3.31
H -2.00 -0.17 -1.60
H 2.53 -0.92 0.52
H 2.00 0.12 1.89
H 2.06 -1.65 2.03
H -0.64 -0.11 2.48
H -0.78 -1.95 2.52
H -1.57 -1.00 1.22
H 1.38 -2.57 -0.21
H 0.32 -3.19 1.11
H -0.31 -2.58 -0.51
H 1.16 3.05 0.69
H -0.30 3.09 1.47
H 0.80 1.72 1.63
H -1.71 1.99 -1.79
H -1.90 3.15 -0.31
H -0.39 3.24 -1.41
H 2.19 1.05 -1.42
```

## Properties
Net charge: 0
HOMO level: -7.6 eV
Gap between HOMO and LUMO: 8.33 eV

Here are the natural (NBO) charges for atoms 1 to 8, given in e: C -0.315; C -0.712; C -0.609; C -0.598; C -0.601; C -0.392; C -0.402; C -0.583

=====

Most stable one: 1, least stable one: 2.

=====

--- 1 ---
Molecular formula: CH6N2P
Method: DFT, wB97M-V/def2-TZVPD

Geometry as XYZ:
```
10
CH6N2P | OMol25 | wB97M-V/def2-TZVPD
N -1.18 0.22 -0.49
C -0.04 -0.14 0.09
N 0.00 -0.30 1.40
P 1.68 -0.33 -0.87
H -1.96 0.32 0.12
H -1.39 0.08 -1.50
H -0.84 -0.12 1.92
H 0.68 -1.00 1.79
H 1.13 0.28 -1.93
H 1.92 1.01 -0.52
```

## Properties
Net charge: +1
Structure (SMILES): NC(=[NH2+])P
HOMO level: -15.7 eV
Gap between HOMO and LUMO: 11.70 eV

Here are the natural (NBO) charges for atoms 1 to 8, given in e: N -0.736; C 0.362; N -0.745; P 0.380; H 0.406; H 0.453; H 0.412; H 0.452

=====

--- 2 ---
Molecular formula: CH6N2P
Method: DFT, wB97M-V/def2-TZVPD

Geometry as XYZ:
```
10
CH6N2P | OMol25 | wB97M-V/def2-TZVPD
N -1.93 0.38 0.33
P -0.49 -0.13 -0.40
C 1.15 0.70 -0.42
N 1.92 -0.04 0.28
H -2.71 0.60 -0.28
H -1.75 0.88 1.17
H -0.11 -1.36 0.07
H -0.69 -0.17 -1.82
H 2.85 0.26 0.49
H 1.76 -1.11 0.58
```

## Properties
Net charge: +1
Structure (SMILES): N[PH2]=C=[NH2+]
HOMO level: -14.0 eV
Gap between HOMO and LUMO: 8.79 eV

Here are the natural (NBO) charges for atoms 1 to 8, given in e: N -1.079; P 1.151; C -0.098; N -0.677; H 0.454; H 0.434; H -0.056; H 0.063

=====

Most stable one: 1, least stable one: 2.

=====

--- 1 ---
Molecular formula: C19H21N3O3
Method: DFT, wB97M-V/def2-TZVPD

Geometry as XYZ:
```
46
C19H21N3O3 | OMol25 | wB97M-V/def2-TZVPD
C 4.33 -0.85 2.49
C 5.16 -0.08 1.69
C 4.97 -0.07 0.32
C 3.95 -0.82 -0.26
C 3.76 -0.81 -1.76
O 2.45 -1.12 -2.18
C 1.44 -0.24 -1.88
C 1.59 0.95 -1.18
C 0.50 1.76 -0.94
C -0.76 1.40 -1.38
O -1.91 2.14 -1.20
C -1.96 3.12 -0.19
C -1.87 2.53 1.23
O -3.08 1.98 1.70
C -3.61 0.90 0.96
C -2.77 -0.39 1.07
N -3.48 -1.48 0.46
C -4.29 -2.39 1.03
N -4.79 -3.19 0.11
C -4.25 -2.72 -1.03
N -3.45 -1.69 -0.86
C -0.92 0.20 -2.08
C 0.17 -0.61 -2.32
C 3.13 -1.59 0.55
C 3.32 -1.60 1.92
H 4.47 -0.86 3.56
H 5.95 0.50 2.13
H 5.61 0.54 -0.31
H 4.08 0.15 -2.18
H 4.37 -1.60 -2.21
H 2.56 1.26 -0.81
H 0.66 2.68 -0.39
H -1.16 3.86 -0.33
H -2.92 3.61 -0.32
H -1.65 3.34 1.93
H -1.06 1.79 1.27
H -3.73 1.16 -0.10
H -4.60 0.73 1.40
H -2.58 -0.62 2.12
H -1.83 -0.27 0.53
H -4.49 -2.45 2.08
H -4.44 -3.14 -1.99
H -1.91 -0.09 -2.40
H 0.05 -1.54 -2.86
H 2.34 -2.18 0.10
H 2.67 -2.20 2.54
```

## Properties
Net charge: 0
Structure (SMILES): c1ccc(COc2ccc(OCCOCCn3cncn3)cc2)cc1
HOMO level: -8.0 eV
Gap between HOMO and LUMO: 8.67 eV

Here are the natural (NBO) charges for atoms 1 to 8, given in e: C -0.218; C -0.202; C -0.250; C 0.035; C -0.102; O -0.493; C 0.258; C -0.242

=====

--- 2 ---
Molecular formula: C19H21N3O3
Method: DFT, wB97M-V/def2-TZVPD

Geometry as XYZ:
```
46
C19H21N3O3 | OMol25 | wB97M-V/def2-TZVPD
C -5.76 -0.36 2.59
O -5.02 -0.53 1.40
C -5.60 0.10 0.28
C -4.85 -0.42 -0.96
N -3.44 -0.61 -0.73
C -2.49 0.09 -1.38
O -2.76 0.90 -2.25
C -1.09 -0.20 -0.96
C -0.14 0.81 -1.21
C 1.19 0.67 -0.88
C 1.56 -0.53 -0.28
C 0.63 -1.57 -0.05
C -0.71 -1.40 -0.39
N 1.27 -2.65 0.50
C 2.51 -2.30 0.59
N 2.77 -1.03 0.15
C 4.02 -0.39 0.17
C 5.16 -1.08 -0.21
C 6.38 -0.44 -0.19
C 6.47 0.88 0.21
C 5.34 1.59 0.60
C 5.45 3.02 1.02
C 4.11 0.94 0.58
O -5.63 1.49 0.41
C -4.37 2.15 0.43
H -6.75 -0.83 2.51
H -5.89 0.70 2.83
H -5.18 -0.85 3.38
H -6.67 -0.17 0.20
H -5.30 -1.38 -1.25
H -4.97 0.29 -1.78
H -3.21 -1.15 0.09
H -0.49 1.71 -1.69
H 1.91 1.44 -1.10
H -1.40 -2.22 -0.24
H 3.28 -2.92 1.00
H 5.08 -2.11 -0.54
H 7.27 -0.98 -0.48
H 7.43 1.38 0.22
H 6.19 3.12 1.81
H 5.76 3.64 0.18
H 4.49 3.39 1.39
H 3.22 1.46 0.90
H -3.93 2.18 -0.56
H -3.69 1.66 1.13
H -4.58 3.16 0.77
```

## Properties
Net charge: 0
Structure (SMILES): COC(CNC(=O)c1ccc2c(c1)ncn2-c1cccc(C)c1)OC
HOMO level: -8.6 eV
Gap between HOMO and LUMO: 9.29 eV

Here are the natural (NBO) charges for atoms 1 to 8, given in e: C -0.251; O -0.564; C 0.375; C -0.270; N -0.612; C 0.673; O -0.639; C -0.166

=====

Most stable one: 2, least stable one: 1.